ORCA calculation (the ωB97M-V functional and the def2-TZVPD basis) on the molecule C4H9NO2.

```
16
Properties=species:S:1:pos:R:3:mulliken_charge:R:1
O -0.90 2.33 -0.55 -0.56
C -1.05 1.15 -0.42 0.65
O -1.46 0.35 -1.45 -0.43
C -0.84 0.41 0.87 -0.78
C -0.27 -1.00 0.68 -0.53
C 1.07 -1.03 -0.18 -0.52
N 1.80 0.22 -0.14 -0.43
H -1.85 0.98 -2.07 0.34
H -1.81 0.32 1.35 0.35
H -0.16 0.97 1.52 0.33
H -1.02 -1.57 0.14 0.31
H 0.15 -1.42 1.59 0.35
H 0.80 -1.28 -1.20 0.25
H 1.70 -1.81 0.25 0.30
H 1.52 0.90 0.53 0.19
H 2.31 0.50 -0.95 0.18
```

Its energy relative to the best compared isomer or geometry (same formula, charge and spin) is 111.7 kJ/mol. The spin multiplicity is 1. As for the gap between HOMO and LUMO: 9.5 eV. For the LUMO energy, the calculation gives 0.75 eV.